1.
Below is the molecule C19H30N6O in a non-equilibrium geometry, with properties calculated with ωB97M-V with the def2-TZVPD basis set.

Structure (XYZ):
```
56
Properties=species:S:1:pos:R:3:mulliken_charge:R:1
C 0.649 1.981 -5.728 -0.734
O -0.262 1.214 -4.987 -0.313
C -0.371 1.617 -3.647 -0.478
C -1.363 0.691 -2.939 -0.404
N -0.866 -0.651 -2.857 1.065
N -1.245 -1.620 -3.691 -0.447
N -0.624 -2.672 -3.366 -0.815
N 0.174 -2.462 -2.325 -0.182
C 0.032 -1.199 -1.997 -0.357
C 0.659 -0.472 -0.856 0.520
C 1.636 -1.392 -0.107 -1.582
C 2.937 -1.640 -0.879 0.815
C 3.665 -2.842 -0.282 -1.696
C 3.852 -0.416 -0.854 -1.402
N -0.427 0.093 -0.058 0.798
C -0.029 1.146 0.856 -0.700
C -1.289 1.845 1.387 -1.214
N -2.152 0.903 2.065 0.126
C -1.985 0.677 3.428 0.976
C -1.851 1.768 4.296 -0.236
C -1.740 1.588 5.659 -0.646
C -1.770 0.317 6.208 -0.465
C -1.921 -0.769 5.367 -0.823
C -2.024 -0.598 3.999 -0.387
C -2.490 -0.182 1.171 -1.827
C -1.240 -0.891 0.638 -0.241
H 0.351 3.037 -5.755 0.291
H 1.662 1.912 -5.310 0.302
H 0.645 1.575 -6.736 0.247
H -0.739 2.654 -3.581 0.446
H 0.614 1.574 -3.154 0.276
H -1.550 1.051 -1.924 -0.089
H -2.285 0.651 -3.521 0.430
H 1.212 0.386 -1.259 0.089
H 1.143 -2.350 0.062 0.384
H 1.874 -0.946 0.861 0.641
H 2.680 -1.876 -1.916 0.234
H 3.896 -2.666 0.767 0.336
H 3.048 -3.733 -0.358 0.417
H 4.597 -3.025 -0.812 0.437
H 4.123 -0.168 0.171 0.324
H 4.765 -0.619 -1.408 0.421
H 3.376 0.454 -1.302 0.292
H 0.592 1.867 0.318 0.450
H 0.545 0.761 1.716 0.313
H -0.995 2.650 2.057 0.464
H -1.845 2.274 0.545 0.279
H -1.858 2.773 3.901 0.435
H -1.638 2.452 6.300 0.365
H -1.683 0.178 7.275 0.387
H -1.950 -1.769 5.775 0.364
H -2.127 -1.477 3.381 0.249
H -3.156 -0.884 1.669 0.589
H -3.031 0.255 0.323 0.356
H -1.526 -1.679 -0.062 0.522
H -0.693 -1.349 1.477 0.395
```

Results
* SMILES string: COCCn1nnnc1[C@H](CC(C)C)N1CCN(c2ccccc2)CC1
* frontier orbital gap: 8.346 eV
* energy relative to the best compared isomer or geometry (same formula, charge and spin): 1.8 kcal/mol

2.
Below is the ion C4H13N4 with charge +1 in a non-equilibrium geometry, with properties calculated with ωB97M-V with the def2-TZVPD basis set.

Structure (XYZ):
```
21
Properties=species:S:1:pos:R:3:mulliken_charge:R:1
C -1.693 0.991 0.870 -1.003
N -1.248 0.572 -0.410 0.220
C -0.957 -0.827 -0.636 -0.844
C -0.277 -1.689 0.476 -0.516
N 1.184 -1.717 0.150 -0.703
N -0.317 1.394 -1.028 -0.373
C 1.230 1.695 -0.442 -0.042
N 2.081 0.893 0.128 -0.173
H -0.835 1.286 1.541 0.284
H -2.225 1.995 0.466 0.327
H -2.492 0.317 1.212 0.411
H -0.274 -0.891 -1.512 0.484
H -1.862 -1.373 -0.911 0.299
H -0.549 -2.772 0.417 0.397
H -0.561 -1.336 1.424 0.375
H 1.630 -2.421 0.763 0.246
H 1.323 -1.953 -0.863 0.252
H -0.682 2.280 -1.411 0.288
H 1.698 2.550 -0.914 0.380
H 3.050 1.157 0.419 0.276
H 1.777 -0.153 0.261 0.415
```

Results
* net charge: +1
* SMILES string: CN(CCN)/[NH+]=C\N
* frontier orbital gap: 8.844 eV
* energy relative to the best compared isomer or geometry (same formula, charge and spin): 102.7 kcal/mol

3.
Below is the molecule C16H26N2O4, with properties calculated with ωB97M-V with the def2-TZVPD basis set.

Structure (XYZ):
```
48
Properties=species:S:1:pos:R:3:mulliken_charge:R:1
O 0.654 4.241 -0.849 -0.705
C 1.531 3.431 -1.075 0.197
N 1.474 2.132 -0.751 -0.118
C 0.361 1.515 -0.067 -0.172
C 0.804 1.006 1.314 -1.069
C -0.100 -0.127 1.786 -1.002
C 0.067 -1.367 0.892 -0.115
N -1.135 -2.169 0.929 -0.092
C -1.200 -3.405 1.444 0.126
O -0.262 -4.005 1.927 -0.702
C -2.608 -4.026 1.360 0.479
C -2.996 -4.641 2.706 -0.802
C -3.672 -3.455 3.388 -0.577
C -4.381 -2.787 2.211 -0.438
O -3.594 -3.047 1.055 -0.549
C 0.407 -0.964 -0.552 -0.946
C -0.231 0.373 -0.911 -0.927
C 2.845 3.829 -1.774 0.456
C 2.550 4.658 -3.025 -0.799
C 2.442 3.565 -4.085 -0.568
C 3.508 2.576 -3.616 -0.438
O 3.578 2.688 -2.200 -0.551
H 2.277 1.567 -0.992 0.359
H -0.382 2.311 0.046 0.389
H 0.786 1.829 2.029 0.519
H 1.833 0.643 1.255 0.393
H 0.129 -0.387 2.820 0.507
H -1.139 0.208 1.751 0.356
H 0.857 -2.014 1.288 0.354
H -1.996 -1.779 0.571 0.362
H -2.591 -4.765 0.550 0.292
H -2.116 -5.004 3.232 0.373
H -3.701 -5.460 2.566 0.336
H -4.364 -3.748 4.173 0.396
H -2.918 -2.786 3.807 0.241
H -4.483 -1.705 2.328 0.289
H -5.379 -3.219 2.058 0.306
H 1.490 -0.893 -0.666 0.399
H 0.057 -1.745 -1.228 0.444
H -1.308 0.318 -0.748 0.329
H -0.073 0.596 -1.968 0.435
H 3.450 4.377 -1.041 0.300
H 1.637 5.235 -2.899 0.371
H 3.379 5.331 -3.247 0.339
H 2.631 3.925 -5.094 0.393
H 1.453 3.106 -4.049 0.236
H 3.275 1.538 -3.872 0.285
H 4.490 2.829 -4.035 0.306
```

Results
* SMILES string: O=C(N[C@H]1CC[C@H](NC(=O)[C@H]2CCCO2)CC1)[C@@H]1CCCO1
* frontier orbital gap: 9.963 eV
* energy relative to the best compared isomer or geometry (same formula, charge and spin): 4.7 kcal/mol

4.
Below is a structure of composition C22H20ILiN2O2Te in a non-equilibrium geometry, with properties calculated with ωB97M-V with the def2-TZVPD basis set.

Structure (XYZ):
```
49
Properties=species:S:1:pos:R:3:mulliken_charge:R:1
Li -0.327 1.658 -0.165 0.584
C 0.476 3.009 -4.281 -1.264
C 1.683 2.756 -3.460 0.659
N 2.898 2.750 -3.976 -0.688
C 3.888 2.312 -3.194 -0.327
C 3.759 1.743 -1.969 0.185
C 5.033 1.306 -1.365 -1.005
O 5.534 2.279 -0.452 -0.526
C 2.486 1.650 -1.392 -0.299
C 2.350 0.993 -0.096 0.074
N 1.274 0.705 0.551 -0.141
C 1.215 0.093 1.795 0.058
C 1.651 -1.233 1.955 -0.311
C 1.383 -1.908 3.160 -0.530
C 0.861 -1.281 4.271 -0.717
C 0.449 0.049 4.121 -0.287
C 0.610 0.717 2.926 -0.049
I 0.054 2.660 2.767 0.219
C 1.395 2.283 -2.090 0.880
O 0.145 2.413 -1.675 -1.143
H 0.753 3.232 -5.373 0.313
H -0.138 3.762 -3.891 0.327
H -0.037 2.130 -4.221 0.369
H 4.896 2.384 -3.645 0.301
H 5.779 1.156 -2.152 0.354
H 5.139 0.334 -0.855 0.360
H 5.341 3.155 -0.775 0.383
H 3.333 0.902 0.437 0.527
H 2.237 -1.737 1.200 0.473
H 1.810 -2.906 3.369 0.322
H 0.573 -1.828 5.155 0.396
H -0.040 0.562 4.966 0.317
C -2.655 -1.045 1.973 -0.723
Te -2.720 0.698 0.727 0.016
C -3.104 -0.677 -0.921 -0.926
C -3.752 -1.838 -0.205 0.794
C -4.577 -2.718 -0.920 -0.789
C -5.266 -3.696 -0.234 -0.353
C -5.175 -3.807 1.144 -0.680
C -4.305 -2.983 1.829 -0.616
C -3.565 -1.998 1.178 0.253
H -3.042 -0.962 2.974 0.568
H -1.676 -1.429 2.022 0.293
H -2.153 -0.815 -1.422 0.459
H -3.861 -0.162 -1.564 0.454
H -4.695 -2.619 -2.025 0.355
H -5.914 -4.367 -0.776 0.380
H -5.828 -4.539 1.662 0.343
H -4.177 -3.139 2.911 0.358
```

Results
* frontier orbital gap: 7.520 eV
* energy relative to the best compared isomer or geometry (same formula, charge and spin): 0.0 kcal/mol

- The highest frontier orbital gap belongs to which entry?
  C16H26N2O4

- The lowest energy relative to the best compared isomer or geometry (same formula, charge and spin) belongs to which entry?
  C22H20ILiN2O2Te